Entry from the OMol25 dataset: a 2-piece molecular cluster, C6H8BrNS overall at a distorted geometry (the ωB97M-V functional and the def2-TZVPD basis).

Positions of all 17 atoms, in Å:
C1 -1.93 -2.52 -1.24
C2 -0.61 -2.87 -1.55
C3 -1.38 -0.25 -1.74
C4 -2.29 -1.18 -1.36
C5 0.30 -1.84 -1.73
C6 0.74 2.30 1.21
N1 -0.08 -0.61 -1.95
S1 0.86 0.61 1.92
Br1 2.25 -1.83 -1.67
H1 -2.55 -3.23 -0.76
H2 -0.33 -3.85 -1.61
H3 -1.59 0.78 -1.94
H4 2.21 0.49 1.51
H5 -3.35 -0.89 -1.21
H6 -0.20 2.83 1.41
H7 0.65 2.24 0.11
H8 1.62 2.95 1.57

## Properties
Charge: 0
Energy above the lowest of the compared OMol25 structures with the same formula, charge and spin, kJ/mol: 136.62
E_LUMO, eV: 0.60



Entry from the OMol25 dataset: C5H7N5O2 as an isolated structure at a distorted geometry (the ωB97M-V functional and the def2-TZVPD basis).

Positions of all 19 atoms, in Å:
C1 -2.94 0.39 0.64
C2 -0.49 0.21 -0.42
C3 1.54 0.86 -0.81
C4 1.21 -1.43 -0.25
C5 -0.13 -0.99 0.02
H1 -3.67 -0.46 0.11
H2 -3.51 1.32 0.83
H3 -2.67 0.26 1.62
H4 -1.60 1.87 -0.11
H5 3.72 1.50 0.48
H6 2.86 2.73 -0.20
H7 2.68 -2.45 -0.42
N1 -1.67 0.82 -0.19
N2 0.37 1.20 -0.92
N3 2.68 1.69 -0.99
N4 2.08 -0.46 -0.56
N5 -1.28 -1.70 0.41
O1 1.72 -2.58 -0.06
O2 -0.92 -2.77 0.85

## Properties
Charge: 0
Energy above the lowest of the compared OMol25 structures with the same formula, charge and spin, kJ/mol: 988.95
E_LUMO, eV: -1.41



Entry from the OMol25 dataset: C3H7N3 as an isolated structure at a distorted geometry (the ωB97M-V functional and the def2-TZVPD basis).

Positions of all 13 atoms, in Å:
C1 -0.94 -1.17 0.07
N1 0.91 0.13 1.04
C2 -0.37 0.13 0.58
C3 -0.94 1.33 0.23
N2 1.48 1.09 -0.36
N3 2.06 0.59 -1.25
H1 1.32 -0.81 1.07
H2 2.12 -0.39 -1.55
H3 -1.98 -1.07 -0.21
H4 -0.85 -1.95 0.83
H5 -0.37 -1.50 -0.81
H6 -1.90 1.36 -0.26
H7 -0.56 2.25 0.63

## Properties
Charge: 0
Energy above the lowest of the compared OMol25 structures with the same formula, charge and spin, kJ/mol: 398.40
E_LUMO, eV: 0.36



Entry from the OMol25 dataset: a 3-piece molecular cluster, C6H14O2 overall at a distorted geometry (the ωB97M-V functional and the def2-TZVPD basis).

Positions of all 22 atoms, in Å:
C1 -0.80 -1.46 -2.29
C2 -0.55 -1.85 -0.83
C3 0.44 -1.09 -0.02
C4 1.02 0.04 -0.42
C5 0.62 -1.15 2.44
C6 0.81 -1.73 1.26
H1 0.10 -1.07 -2.79
H2 -1.41 -0.54 -2.35
H3 -1.25 -2.28 -2.81
H4 -0.33 -2.93 -0.79
H5 -1.55 -1.88 -0.41
H6 1.89 0.50 0.02
H7 0.80 0.38 -1.43
H8 1.10 -1.63 3.29
H9 0.01 -0.27 2.55
H10 1.16 -2.75 1.18
H11 -2.82 2.35 1.11
H12 -1.26 2.19 1.18
O1 -2.10 1.87 1.53
H13 1.25 4.97 -0.68
H14 1.78 4.18 0.47
O2 1.07 4.15 -0.20

## Properties
Charge: 0
Energy above the lowest of the compared OMol25 structures with the same formula, charge and spin, kJ/mol: 217.04
E_LUMO, eV: 0.63



Entry from the OMol25 dataset: a 2-piece molecular cluster, C4H10N2 overall at a distorted geometry (the ωB97M-V functional and the def2-TZVPD basis).

Positions of all 16 atoms, in Å:
C1 -0.32 -1.14 -1.51
C2 -1.77 -1.32 -1.15
C3 -2.54 -0.42 -0.55
H1 0.37 -1.65 -0.82
H2 -0.06 -1.66 -2.44
H3 -0.17 -0.07 -1.42
H4 -2.15 -2.32 -1.37
H5 -3.52 -0.62 -0.17
H6 -2.00 0.49 -0.28
N1 0.95 1.59 2.01
C4 1.93 1.23 1.15
N2 3.05 0.67 1.37
H7 0.99 1.42 2.99
H8 0.06 1.76 1.57
H9 1.58 1.39 0.11
H10 3.58 0.65 0.52

## Properties
Charge: 0
Energy above the lowest of the compared OMol25 structures with the same formula, charge and spin, kJ/mol: 146.79
E_LUMO, eV: 0.86



Entry from the OMol25 dataset: one molecule with the formula C4H7NO at a distorted geometry (the ωB97M-V functional and the def2-TZVPD basis).

Positions of all 13 atoms, in Å:
C1 1.19 1.30 -0.49
N1 0.66 0.36 -1.47
C2 -0.22 0.86 -0.42
C3 -0.64 -0.07 0.67
C4 -0.84 -1.67 0.68
O1 0.29 -1.01 1.09
H1 1.87 0.93 0.27
H2 1.42 2.29 -0.88
H3 0.96 -0.57 -1.21
H4 -0.99 1.54 -0.77
H5 -1.36 0.30 1.37
H6 -1.31 -2.27 1.48
H7 -1.03 -1.99 -0.33

## Properties
Charge: 0
Energy above the lowest of the compared OMol25 structures with the same formula, charge and spin, kJ/mol: 369.00
E_LUMO, eV: 1.17



Entry from the OMol25 dataset: a 5-piece molecular cluster, CH12O4S2 overall at a distorted geometry (the ωB97M-V functional and the def2-TZVPD basis).

Positions of all 19 atoms, in Å:
C1 -1.17 1.53 -0.94
S1 -1.86 1.42 0.61
S2 -3.13 -0.34 0.46
H1 -0.56 2.60 -1.03
H2 -1.86 1.56 -1.79
H3 -0.31 0.76 -1.24
H4 -2.30 -1.38 0.39
H5 4.09 -0.15 0.91
H6 5.40 -0.36 0.21
O1 5.01 -0.07 1.07
H7 1.98 -1.07 -2.09
H8 2.45 -0.50 -3.30
O2 2.13 -0.17 -2.46
H9 0.23 -2.84 -0.76
H10 1.17 -2.04 0.27
O3 1.16 -2.65 -0.51
H11 0.98 -0.50 2.02
H12 0.47 0.72 1.02
O4 1.09 -0.02 1.15

## Properties
Charge: 0
Energy above the lowest of the compared OMol25 structures with the same formula, charge and spin, kJ/mol: 149.89
E_LUMO, eV: -0.13



Entry from the OMol25 dataset: a 2-piece molecular cluster, C5H13NO2 overall at a distorted geometry (the ωB97M-V functional and the def2-TZVPD basis).

Positions of all 21 atoms, in Å:
O1 0.22 -0.14 1.98
C1 -0.73 0.48 1.53
C2 -1.68 0.16 0.45
C3 -1.10 0.79 -0.80
C4 0.36 0.40 -1.02
C5 0.44 -2.08 -0.78
N1 0.69 -0.89 -1.59
H1 -1.11 1.26 2.13
H2 -1.76 -0.92 0.31
H3 -2.80 0.49 0.62
H4 -1.21 1.94 -0.59
H5 -1.79 0.63 -1.61
H6 0.86 1.17 -1.73
H7 0.95 0.36 -0.08
H8 1.37 -2.71 -0.66
H9 0.01 -1.92 0.23
H10 -0.25 -2.70 -1.34
H11 0.24 -0.90 -2.52
H12 2.30 0.91 2.29
H13 2.46 1.79 1.16
O2 2.54 1.88 2.04

## Properties
Charge: 0
Energy above the lowest of the compared OMol25 structures with the same formula, charge and spin, kJ/mol: 297.47
E_LUMO, eV: 0.54



Entry from the OMol25 dataset: C2FHgNaO2 as an isolated structure at a distorted geometry (the ωB97M-V functional and the def2-TZVPD basis).

Positions of all 7 atoms, in Å:
Na1 -3.41 -1.30 -2.79
O1 -1.74 -1.35 -1.43
C1 -1.01 -0.66 -0.71
C2 -0.41 0.21 -0.03
O2 0.26 1.10 0.51
F1 3.98 0.58 2.57
Hg1 2.33 1.42 1.88

## Properties
⟨S²⟩: 2.013
Charge: 0
2S+1: 3
E_LUMO (spin up / spin down), eV: -2.01 / -2.00



Entry from the OMol25 dataset: C27H33F4N3O3Ta as an isolated structure at a distorted geometry (the ωB97M-V functional and the def2-TZVPD basis).

Positions of all 71 atoms, in Å:
Ta1 0.43 0.57 0.16
C1 -1.41 2.51 -2.32
O1 -0.76 2.57 -1.04
C2 -1.27 3.61 -0.18
C3 -0.17 3.99 0.81
O2 0.35 2.85 1.52
C4 -0.03 2.71 2.90
C5 -1.36 1.96 3.05
O3 -1.24 0.70 2.40
C6 -2.40 -0.13 2.60
H1 -1.28 3.44 -2.86
H2 -0.92 1.71 -2.88
H3 -2.48 2.29 -2.21
H4 -1.52 4.50 -0.77
H5 -2.18 3.25 0.32
H6 0.69 4.41 0.27
H7 -0.54 4.74 1.51
H8 0.77 2.12 3.35
H9 -0.09 3.68 3.39
H10 -1.56 1.80 4.12
H11 -2.19 2.53 2.62
H12 -2.55 -0.30 3.67
H13 -3.30 0.34 2.18
H14 -2.21 -1.08 2.10
C7 2.38 -3.32 -2.45
C8 1.84 -2.01 -1.87
N1 1.78 -1.97 -0.40
C9 0.98 -3.07 0.13
C10 0.62 -2.94 1.61
C11 3.06 -1.78 0.27
C12 2.97 -0.73 1.40
N2 2.30 0.46 0.91
C13 3.08 1.61 0.83
C14 2.99 2.44 -0.30
F1 2.05 2.04 -1.25
C15 3.77 3.57 -0.48
F2 3.60 4.29 -1.58
C16 4.67 3.95 0.50
C17 4.76 3.18 1.65
F3 5.57 3.54 2.62
C18 3.98 2.03 1.83
F4 4.04 1.35 2.97
H15 2.61 -3.18 -3.50
H16 1.64 -4.11 -2.39
H17 3.28 -3.64 -1.95
H18 0.83 -1.84 -2.25
H19 2.48 -1.19 -2.20
H20 1.51 -4.02 0.00
H21 0.06 -3.11 -0.46
H22 1.49 -3.05 2.25
H23 -0.07 -3.74 1.88
H24 0.14 -1.98 1.81
H25 3.79 -1.42 -0.46
H26 3.44 -2.71 0.70
H27 3.98 -0.54 1.75
H28 2.39 -1.12 2.24
H29 5.30 4.82 0.37
N3 -7.50 -4.50 -3.38
C19 -6.56 -3.97 -3.01
C20 -5.40 -3.29 -2.55
C21 -5.31 -1.90 -2.70
C22 -4.20 -1.24 -2.23
C23 -3.16 -1.95 -1.61
C24 -3.26 -3.35 -1.46
C25 -4.37 -4.01 -1.93
C26 -2.05 -1.25 -1.12
C27 -1.12 -0.61 -0.65
H30 -6.12 -1.36 -3.17
H31 -4.12 -0.17 -2.34
H32 -2.47 -3.90 -0.97
H33 -4.46 -5.08 -1.80

## Properties
Charge: +3
Energy above the lowest of the compared OMol25 structures with the same formula, charge and spin, kJ/mol: 379.75
E_LUMO (spin up / spin down), eV: -12.00 / -11.98



Entry from the OMol25 dataset: C6H14NO as an isolated structure at a distorted geometry (the ωB97M-V functional and the def2-TZVPD basis).

Positions of all 22 atoms, in Å:
C1 3.64 0.05 0.92
N1 3.10 0.84 -0.20
C2 1.95 0.47 -0.64
C3 0.81 -0.17 0.02
C4 -0.30 -0.88 -0.80
C5 -1.38 -1.47 0.11
C6 -3.22 1.22 0.07
O1 -4.00 0.13 0.26
H1 2.88 -0.41 1.56
H2 4.20 0.70 1.58
H3 4.27 -0.72 0.47
H4 1.66 0.81 -1.64
H5 -2.32 1.18 0.73
H6 1.75 -0.85 -0.50
H7 0.77 -0.29 1.11
H8 0.11 -1.62 -1.47
H9 -0.76 -0.05 -1.37
H10 -0.86 -1.75 1.03
H11 -2.18 -0.77 0.38
H12 -1.81 -2.35 -0.35
H13 -3.77 2.15 0.37
H14 -2.87 1.41 -0.97

## Properties
Charge: -1
Energy above the lowest of the compared OMol25 structures with the same formula, charge and spin, kJ/mol: 411.60
E_LUMO, eV: 3.30



Entry from the OMol25 dataset: one molecule with the formula C2H6BN at a distorted geometry (the ωB97M-V functional and the def2-TZVPD basis).

Positions of all 10 atoms, in Å:
B1 -0.44 -0.15 -0.02
C1 0.78 0.75 -0.07
C2 0.96 -0.80 0.01
N1 -1.76 0.05 -0.01
H1 1.20 1.26 -0.89
H2 1.04 1.13 0.85
H3 1.33 -1.41 0.85
H4 1.52 -1.20 -0.98
H5 -2.14 1.00 0.22
H6 -2.48 -0.64 0.03

## Properties
Charge: 0
Energy above the lowest of the compared OMol25 structures with the same formula, charge and spin, kJ/mol: 51.14
E_LUMO, eV: 0.57



Entry from the OMol25 dataset: an isolated ion of composition C5H10N2 and charge +1 at a distorted geometry (the ωB97M-V functional and the def2-TZVPD basis).

Positions of all 17 atoms, in Å:
C1 0.76 -0.99 -1.63
C2 0.56 -1.04 -0.08
C3 -0.08 0.18 0.42
C4 -0.10 0.81 1.64
N1 -1.08 1.69 2.09
C5 -2.28 1.28 1.83
N2 1.51 0.26 -2.04
H1 1.19 -1.94 -1.97
H2 -0.26 -0.87 -2.05
H3 1.50 -1.40 0.38
H4 -0.15 -1.86 0.08
H5 -0.67 0.63 -0.40
H6 0.57 0.62 2.48
H7 -2.52 0.84 0.85
H8 -3.15 1.55 2.45
H9 2.11 0.29 -1.21
H10 2.09 -0.06 -2.84

## Properties
⟨S²⟩: 0.759
Charge: +1
Energy above the lowest of the compared OMol25 structures with the same formula, charge and spin, kJ/mol: 162.71
2S+1: 2
E_LUMO (spin up / spin down), eV: -5.38 / -8.30



Entry from the OMol25 dataset: a 5-piece molecular cluster, C24H31BrFNO14 overall (the ωB97M-V functional and the def2-TZVPD basis).

Positions of all 72 atoms, in Å:
C1 -0.60 1.94 -1.42
C2 -0.97 0.85 -1.08
C3 -1.42 -0.48 -0.68
Br1 -1.78 -1.41 -2.39
C4 -0.26 -1.17 0.09
C5 0.87 -1.88 -0.61
C6 2.20 -1.42 -0.07
F1 2.15 -1.57 1.32
O1 -0.90 -2.03 1.05
C7 -1.93 -1.28 1.53
O2 -2.24 -1.26 2.67
C8 -2.59 -0.54 0.36
C9 -3.73 -1.56 0.01
C10 -4.86 -1.09 -0.91
C11 -3.23 0.78 0.80
C12 -2.36 1.78 1.51
N1 -2.30 1.81 2.78
H1 -0.29 2.91 -1.72
H2 0.17 -0.34 0.68
H3 0.86 -1.70 -1.69
H4 0.75 -2.95 -0.42
H5 3.02 -1.99 -0.48
H6 2.37 -0.36 -0.28
H7 -4.17 -1.85 0.97
H8 -3.27 -2.46 -0.40
H9 -4.59 -1.16 -1.96
H10 -5.73 -1.73 -0.75
H11 -5.18 -0.07 -0.69
H12 -3.67 1.27 -0.07
H13 -4.04 0.51 1.49
H14 -1.82 2.49 0.89
H15 -1.68 2.56 3.08
C13 2.06 -1.85 4.34
C14 0.72 -2.27 4.92
O3 1.04 -2.48 6.30
C15 2.15 -1.76 6.60
O4 2.58 -1.60 7.70
O5 2.71 -1.26 5.48
H16 1.98 -1.13 3.54
H17 2.65 -2.70 4.00
H18 -0.02 -1.47 4.85
H19 0.32 -3.18 4.49
C16 2.19 1.47 -4.75
C17 2.42 0.31 -5.70
O6 3.18 -0.60 -4.89
C18 2.94 -0.33 -3.60
O7 3.28 -1.01 -2.68
O8 2.24 0.82 -3.47
H20 1.24 1.96 -4.87
H21 3.00 2.20 -4.80
H22 1.48 -0.19 -5.98
H23 2.97 0.58 -6.59
C19 -3.26 -1.42 5.88
C20 -2.17 -1.67 6.92
O9 -2.93 -2.15 8.03
C21 -4.09 -2.67 7.57
O10 -4.86 -3.30 8.23
O11 -4.26 -2.38 6.27
H24 -2.94 -1.60 4.85
H25 -3.68 -0.42 5.95
H26 -1.47 -2.45 6.62
H27 -1.63 -0.78 7.21
C22 3.90 5.62 -7.84
C23 5.04 4.83 -7.21
O12 4.42 3.56 -6.96
C24 3.37 3.42 -7.79
O13 2.76 2.41 -7.94
O14 3.11 4.58 -8.43
H28 4.21 6.32 -8.61
H29 3.29 6.13 -7.09
H30 5.87 4.68 -7.90
H31 5.41 5.25 -6.28

## Properties
Charge: 0
E_LUMO, eV: 0.00